# 1
ORCA calculation (ωB97M-V with the def2-TZVPD basis set) on a molecular structure, C35H28BrCl3N3O6Ti at a distorted geometry.

Results
E_LUMO: -0.11149 hartree
orbital gap: 7.62 eV
largest force on an atom: 0.0450 hartree/bohr
multiplicity: 1
total charge: +1

Geometry (Å):
Ti  -1.60712  0.43623  0.63181
C  5.23837  0.42788  -3.41002
O  4.04115  0.10751  -2.72899
C  3.74719  -1.20690  -2.51227
C  4.50825  -2.28866  -2.93490
C  4.10645  -3.58213  -2.64287
C  2.95088  -3.81624  -1.92280
C  2.18755  -2.74909  -1.48400
C  2.56983  -1.44888  -1.78238
N  1.87285  -0.33420  -1.28320
C  0.53950  -0.22740  -1.07702
N  -0.24859  -1.09966  -1.71544
C  -1.64929  -1.22360  -1.76130
C  -2.52478  -0.54762  -0.90604
C  -3.88908  -0.80624  -1.09587
C  -4.33613  -1.71885  -2.03653
C  -3.45148  -2.37649  -2.87844
C  -2.09929  -2.10621  -2.77129
O  -1.11523  -2.62268  -3.56926
C  -1.48304  -3.38884  -4.69818
N  0.04014  0.69785  -0.27114
C  0.87380  1.72580  0.23661
C  1.14578  1.82921  1.59432
C  1.96869  2.83652  2.07005
C  2.52524  3.74583  1.18992
C  2.25291  3.66794  -0.16767
C  1.41874  2.67198  -0.65796
O  1.06030  2.49762  -1.95818
C  1.54243  3.41069  -2.92136
H  5.28456  1.51570  -3.42511
H  5.22745  0.05545  -4.43879
H  6.11386  0.03787  -2.88241
H  5.41764  -2.13601  -3.49259
H  4.71093  -4.40886  -2.97765
H  2.65048  -4.82212  -1.68608
H  1.30852  -2.92274  -0.88348
H  2.44094  0.48431  -1.11024
H  0.20747  -1.69972  -2.40049
H  -4.63645  -0.29102  -0.50213
H  -5.39037  -1.93082  -2.11555
H  -3.82648  -3.08963  -3.59492
H  -1.84661  -4.37793  -4.40769
H  -0.57156  -3.48945  -5.28508
H  -2.24357  -2.87782  -5.29293
H  0.72160  1.10766  2.28181
H  2.18402  2.89408  3.12465
H  3.17632  4.52277  1.55965
H  2.69543  4.39441  -0.83009
H  1.07539  3.12241  -3.86102
H  2.62975  3.34546  -3.02046
H  1.25364  4.43504  -2.67901
Cl  -5.08714  5.18058  4.46455
C  -4.20578  4.26766  3.30621
C  -3.21209  4.88383  2.55418
C  -2.51861  4.15103  1.60811
Cl  -1.26688  4.83686  0.65612
C  -2.79132  2.78867  1.39995
O  -2.14767  2.06296  0.51353
C  -3.77684  2.19781  2.20946
Cl  -3.98849  0.50198  1.94187
C  -4.49444  2.91414  3.14552
H  -2.98104  5.92277  2.71779
H  -5.26253  2.44626  3.73935
Br  -1.26582  -1.13165  7.83999
C  -0.83627  -1.83358  6.12908
C  -0.26126  -3.09426  6.02584
C  0.04943  -3.61062  4.77725
C  -0.22201  -2.88280  3.63243
C  -0.79577  -1.61809  3.74920
C  -1.09902  -1.08289  4.99946
C  -1.08403  -0.79950  2.56178
O  -1.06877  -1.28457  1.38658
O  -1.36058  0.42294  2.68186
H  -0.06617  -3.66701  6.91983
H  0.50592  -4.58748  4.71060
H  0.00684  -3.26739  2.64996
H  -1.53863  -0.09807  5.06349

Forces on the atoms, in the same order (eV/Å):
Ti -0.143 -1.512 -1.060
C 0.276 0.103 -0.124
O -0.359 -0.307 0.262
C -0.186 0.003 -0.013
C 0.051 0.275 -0.034
C -0.076 -0.025 0.031
C 0.038 -0.017 -0.064
C 0.177 0.119 -0.010
C 0.219 -0.245 -0.211
N -0.281 0.372 0.214
C 0.651 -0.780 -0.872
N 0.492 0.008 -0.120
C -0.318 0.027 0.020
C -0.015 -0.643 -0.608
C -0.267 0.050 -0.048
C 0.037 0.226 0.231
C 0.328 -0.027 -0.042
C 0.012 0.164 0.108
O -0.106 0.262 0.506
C -0.025 -0.177 -0.266
N 0.449 0.123 -0.406
C 0.604 0.610 0.007
C 0.042 -0.175 -0.216
C 0.041 0.102 0.068
C -0.127 -0.168 0.122
C -0.017 0.029 -0.262
C -0.308 -0.183 0.008
O 0.008 -0.150 0.455
C 0.106 0.164 -0.248
H 0.034 -0.096 -0.019
H -0.023 -0.022 0.092
H -0.068 0.006 -0.040
H 0.083 0.084 -0.059
H 0.082 -0.102 -0.055
H -0.054 -0.165 0.038
H -0.078 -0.037 0.090
H -0.143 -0.003 0.128
H 0.037 0.158 0.187
H 0.137 -0.077 -0.006
H -0.136 0.024 -0.039
H 0.039 -0.034 -0.122
H 0.001 0.057 0.012
H -0.118 -0.079 0.001
H 0.036 0.012 0.028
H 0.145 0.101 -0.064
H 0.007 0.030 0.116
H 0.055 0.080 -0.006
H -0.009 0.035 -0.142
H 0.064 0.030 0.052
H -0.030 0.018 0.027
H 0.002 0.007 0.030
Cl -0.079 0.105 0.127
C 0.210 -0.386 -0.326
C -0.133 -0.147 0.083
C -0.121 -0.739 -0.139
Cl 0.151 0.291 -0.039
C -1.148 1.399 1.422
O -0.534 2.239 -0.252
C 0.559 0.615 -0.363
Cl -1.003 -0.262 0.085
C 0.026 0.132 -0.029
H 0.038 0.137 -0.045
H -0.043 -0.076 0.068
Br 0.060 -0.093 -0.225
C -0.029 0.034 0.144
C -0.095 0.143 0.062
C 0.024 -0.031 -0.032
C -0.110 0.193 -0.077
C 0.072 -0.110 0.112
C 0.018 -0.006 -0.019
C 0.402 -0.816 1.309
O 0.168 -1.214 0.273
O 0.162 0.471 0.152
H 0.035 -0.029 0.049
H -0.001 -0.039 -0.040
H 0.015 -0.077 -0.044
H -0.005 0.009 0.071

Mulliken charges, unit e, in atom order: Ti -1.563; C -0.980; O -0.274; C 0.417; C -0.494; C -0.764; C -1.128; C 0.068; C 0.086; N 0.467; C 0.049; N 0.285; C -0.294; C 1.085; C -0.380; C -1.228; C -0.383; C 0.545; O -0.425; C -0.990; N 0.902; C 0.005; C -0.491; C -1.095; C -0.948; C -0.514; C 0.813; O -0.086; C -0.955; H 0.213; H 0.395; H 0.399; H 0.444; H 0.411; H 0.439; H 0.567; H 0.288; H 0.516; H 0.467; H 0.430; H 0.499; H 0.366; H 0.273; H 0.393; H 0.504; H 0.481; H 0.426; H 0.522; H 0.246; H 0.304; H 0.356; Cl -0.193; C 0.451; C -0.795; C 0.503; Cl -0.155; C -0.395; O -0.066; C 1.117; Cl -0.232; C -0.938; H 0.485; H 0.466; Br -0.162; C -0.238; C -0.305; C -0.804; C -0.402; C 0.220; C -0.206; C 1.292; O -0.521; O -0.709; H 0.424; H 0.420; H 0.520; H 0.555

# 2
ORCA calculation (ωB97M-V with the def2-TZVPD basis set) on a single C4H7OP molecule at a distorted geometry.

Results
E_LUMO (spin up / spin down): -0.04788 / -0.04907 hartree
orbital gap (spin up / spin down): 7.93 / 7.65 eV
largest force on an atom: 0.1063 hartree/bohr
multiplicity: 1
SMILES: [H]/P=C(/C=O)CC

Geometry (Å):
C  -2.18845  1.37784  0.10841
C  -1.42781  0.28310  -0.31344
C  0.73616  -0.42165  0.64119
C  0.00599  0.12629  -0.59314
O  -3.36693  1.32054  0.43094
P  -2.61797  -1.54106  0.04167
H  -1.64290  2.34689  0.12815
H  1.78499  -0.60042  0.41790
H  0.27636  -1.35809  0.95806
H  0.66599  0.28334  1.46457
H  0.43201  1.09521  -0.87101
H  0.15408  -0.56236  -1.42946
H  -1.63004  -2.34596  -0.56698

Forces on the atoms, in the same order (eV/Å):
C 0.085 1.251 0.035
C -2.185 -4.971 0.640
C -0.048 -0.043 -0.071
C 0.187 0.310 -0.040
O -0.147 0.106 0.075
P 1.841 3.270 -0.664
H -0.156 0.004 0.046
H 0.094 0.005 -0.002
H 0.058 0.000 0.004
H 0.026 0.051 0.126
H 0.084 0.012 -0.070
H -0.058 0.103 0.010
H 0.219 -0.098 -0.088

Mulliken charges, unit e, in atom order: C 0.028; C -0.114; C -0.984; C -0.426; O -0.492; P 0.127; H 0.318; H 0.316; H 0.306; H 0.307; H 0.331; H 0.262; H 0.020